Record 1
Molecular formula: C6H13NO
Method: DFT, the ωB97M-V functional and the def2-TZVPD basis

Output
2S+1: 1
HOMO-LUMO gap, eV: 7.37
HOMO energy, eV: -6.8
Structure (SMILES): C/C=C/C=C/NC.O

```
21
C6H13NO (the ωB97M-V functional and the def2-TZVPD basis)
C -2.521 0.984 -2.961
C -1.799 0.631 -1.648
C -0.799 1.382 -1.094
C 0.075 0.665 -0.173
C 0.197 -0.654 -0.002
N 1.062 -1.154 0.975
C 1.317 -2.579 1.010
H -1.907 1.793 -3.339
H -2.626 0.125 -3.614
H -3.464 1.433 -2.694
H -2.128 -0.195 -1.040
H -0.554 2.379 -1.425
H 0.438 1.256 0.670
H -0.025 -1.429 -0.738
H 1.295 -0.530 1.739
H 0.309 -3.037 1.067
H 1.897 -2.944 1.837
H 1.629 -3.127 0.085
O 1.863 0.942 2.862
H 2.780 0.942 3.151
H 1.258 0.728 3.572
```

***

Record 2
Molecular formula: C6H13NO
Method: DFT, the ωB97M-V functional and the def2-TZVPD basis

Output
2S+1: 1
HOMO-LUMO gap (alpha / beta), eV: 7.36 / 8.60
HOMO energy (alpha / beta), eV: -8.5 / -9.7

```
21
C6H13NO (the ωB97M-V functional and the def2-TZVPD basis)
C 1.840 -1.482 -0.852
C -0.642 -0.075 -1.905
O 1.600 -0.863 -1.992
H 1.578 -2.555 -0.820
H 1.152 -0.877 0.041
H 2.862 -1.330 -0.459
H -1.590 0.262 -1.486
H -0.463 0.117 -2.951
H -0.583 -1.126 -1.659
C -0.825 -0.197 2.575
C -0.957 0.573 1.288
C 0.272 0.668 0.473
C 0.268 1.226 -0.829
N -2.089 1.094 1.010
H -2.057 1.697 0.187
H 1.201 0.664 1.030
H -0.483 -1.215 2.381
H -0.092 0.282 3.228
H -1.784 -0.230 3.088
H 1.233 1.348 -1.301
H -0.439 2.019 -1.047
```

***

Record 3
Molecular formula: C6H13NO
Method: DFT, the ωB97M-V functional and the def2-TZVPD basis

Output
2S+1: 1
HOMO-LUMO gap, eV: 10.05
HOMO energy, eV: -9.1
Structure (SMILES): CCN(CC)C(C)=O

```
21
C6H13NO (the ωB97M-V functional and the def2-TZVPD basis)
C -2.227 0.842 0.078
C -1.232 -0.192 -0.456
N 0.124 -0.127 -0.168
C 0.737 1.095 -0.643
C 2.258 0.821 -0.956
C 0.518 -0.622 1.110
C 0.217 -2.168 1.167
O 0.857 -0.042 2.119
H -2.777 0.506 0.890
H -1.747 1.809 0.344
H -3.229 1.022 -0.658
H -1.283 -0.069 -1.541
H -1.488 -1.303 -0.214
H 0.269 1.366 -1.576
H 0.635 1.990 0.016
H 2.876 0.584 0.030
H 2.479 0.110 -1.624
H 2.479 1.865 -1.350
H 0.463 -2.596 0.262
H -0.842 -2.282 1.187
H 0.913 -2.609 1.986
```

***

Record 4
Molecular formula: C6H13NO
Method: DFT, the ωB97M-V functional and the def2-TZVPD basis

Output
2S+1: 1
HOMO-LUMO gap, eV: 6.81
HOMO energy, eV: -8.9

```
21
C6H13NO (the ωB97M-V functional and the def2-TZVPD basis)
O 0.164 0.175 -1.568
C -0.553 -0.625 -0.981
C -0.678 -2.193 -1.624
C -0.118 -0.849 0.552
C -0.072 0.491 1.261
C 1.216 1.287 1.051
C 0.952 2.752 0.662
N -1.518 -2.902 -0.930
H -1.581 -0.253 -0.775
H 0.339 -2.595 -1.553
H 0.868 -1.315 0.506
H -0.824 -1.588 0.950
H -0.182 0.251 2.328
H -0.977 1.040 0.993
H 1.952 1.082 1.806
H 1.568 0.861 0.110
H 0.087 3.253 1.082
H 1.820 3.405 0.723
H 0.761 2.695 -0.406
H -2.358 -2.997 -1.510
H -0.862 -1.975 -2.675
```

***

Record 5
Molecular formula: C6H13NO
Method: DFT, the ωB97M-V functional and the def2-TZVPD basis

Output
2S+1: 1
HOMO-LUMO gap, eV: 9.58
HOMO energy, eV: -8.6
Structure (SMILES): CCCNCCC=O

```
21
C6H13NO (the ωB97M-V functional and the def2-TZVPD basis)
C -2.048 -1.058 -2.897
C -1.254 0.072 -2.207
C -0.756 -0.444 -0.862
N -0.678 0.669 0.118
C -0.268 0.331 1.476
C 0.952 1.113 1.933
C 2.250 0.345 1.588
O 2.264 -0.814 1.290
H -2.410 -0.777 -3.886
H -1.433 -1.948 -3.030
H -2.891 -1.275 -2.244
H -1.941 0.892 -2.003
H -0.438 0.413 -2.842
H -1.386 -1.213 -0.410
H 0.247 -0.902 -0.892
H -0.035 1.326 -0.287
H -1.114 0.552 2.140
H -0.098 -0.741 1.549
H 1.089 2.020 1.330
H 0.946 1.438 2.972
H 3.168 0.960 1.609
```

***

Record 6
Molecular formula: C6H13NO
Method: DFT, the ωB97M-V functional and the def2-TZVPD basis

Output
2S+1: 1
HOMO-LUMO gap, eV: 9.50
HOMO energy, eV: -8.7
Structure (SMILES): C/C=C/C[C@H](N)CO

```
21
C6H13NO (the ωB97M-V functional and the def2-TZVPD basis)
C -1.291 -1.725 2.368
C -1.110 -1.350 0.902
C 0.125 -1.363 0.414
C 0.638 -0.888 -0.894
C 0.370 0.606 -1.315
N 1.522 1.088 -2.046
C 0.054 1.469 -0.087
O 0.540 2.844 -0.317
H -2.308 -2.040 2.528
H -0.595 -2.509 2.638
H -1.067 -0.873 3.016
H -2.061 -1.137 0.422
H 0.981 -1.602 1.048
H 1.702 -1.019 -1.094
H 0.217 -1.475 -1.739
H -0.581 0.537 -1.872
H 2.137 1.761 -1.631
H 1.290 1.349 -2.991
H 0.630 1.314 0.842
H -0.997 1.584 0.202
H -0.196 3.429 -0.393
```

***

Record 7
Molecular formula: C6H13NO
Method: DFT, the ωB97M-V functional and the def2-TZVPD basis

Output
2S+1: 1
HOMO-LUMO gap, eV: 7.92
HOMO energy, eV: -7.6

```
21
C6H13NO (the ωB97M-V functional and the def2-TZVPD basis)
C -0.105 0.753 -0.529
C 1.305 0.822 -0.190
C -0.200 -1.694 0.700
C -1.080 1.529 0.334
C -0.451 0.693 -2.006
C 1.751 -0.833 0.084
N -0.199 -1.335 2.089
O 2.544 -1.415 -0.548
H -0.289 -0.453 -0.105
H 0.708 -1.459 2.519
H -0.909 -1.816 2.629
H 1.984 1.086 -0.997
H 1.540 1.319 0.747
H 0.268 -2.641 0.426
H -1.234 -1.792 0.356
H 0.249 0.059 -2.554
H -1.050 2.597 0.094
H -2.104 1.184 0.173
H -0.847 1.411 1.393
H -1.458 0.294 -2.156
H -0.423 1.689 -2.458
```

***

Record 8
Molecular formula: C6H13NO
Method: DFT, the ωB97M-V functional and the def2-TZVPD basis

Output
2S+1: 1
HOMO-LUMO gap (alpha / beta), eV: 7.75 / 7.75
HOMO energy (alpha / beta), eV: -7.9 / -7.9

```
21
C6H13NO (the ωB97M-V functional and the def2-TZVPD basis)
C -0.906 -0.035 -0.244
C 0.012 0.767 -1.060
C 0.869 -0.775 0.981
C -1.671 0.704 0.779
C -1.382 -1.364 -0.704
C 1.156 0.922 0.024
N 2.429 0.727 -0.621
O 1.038 1.847 0.865
H 2.516 -0.167 -1.088
H 3.163 0.820 0.073
H 0.362 0.244 -1.949
H -0.344 1.769 -1.296
H -2.223 0.055 1.457
H -1.665 -2.002 0.134
H 1.119 -1.653 0.381
H 0.074 -1.018 1.686
H 1.705 -0.513 1.627
H -2.362 1.392 0.279
H -0.956 1.355 1.314
H -2.285 -1.200 -1.308
H -0.652 -1.875 -1.329
```

***

Record 9
Molecular formula: C6H13NO
Method: DFT, the ωB97M-V functional and the def2-TZVPD basis

Output
2S+1: 1
HOMO-LUMO gap, eV: 9.86
HOMO energy, eV: -9.0
Structure (SMILES): C=NC(=C)CCC.O

```
21
C6H13NO (the ωB97M-V functional and the def2-TZVPD basis)
C 2.635 -1.003 -2.205
N 2.117 -0.382 -1.244
C 0.765 0.029 -1.321
C 0.279 0.651 -2.389
C -0.055 -0.113 -0.072
C -1.225 -1.114 -0.194
C -2.604 -0.638 0.249
H 3.674 -1.303 -2.193
H 2.088 -1.282 -3.114
H 0.836 0.761 -3.307
H -0.716 1.094 -2.374
H -0.386 0.862 0.258
H 0.538 -0.449 0.784
H -0.895 -2.025 0.291
H -1.306 -1.371 -1.253
H -3.184 -0.204 -0.561
H -3.104 -1.463 0.764
H -2.560 0.052 1.107
O 0.806 2.359 5.776
H 1.585 2.824 6.114
H 0.713 2.714 4.886
```

***

Record 10
Molecular formula: C6H13NO2
Method: DFT, the ωB97M-V functional and the def2-TZVPD basis

Output
2S+1: 1
HOMO-LUMO gap (alpha / beta), eV: 7.49 / 8.01
HOMO energy (alpha / beta), eV: -7.9 / -8.0

```
22
C6H13NO2 (the ωB97M-V functional and the def2-TZVPD basis)
C 1.917 -0.356 0.687
N 1.119 0.400 1.615
C 1.291 -0.347 -0.699
C 1.193 0.893 -1.390
O 2.100 -1.736 1.033
H 2.544 -1.777 1.887
H 2.901 0.128 0.622
H 1.557 0.459 2.527
H 0.209 -0.038 1.692
H 1.614 -1.198 -1.294
H 1.533 0.930 -2.418
H 1.230 1.809 -0.809
C -2.394 -0.141 -0.626
C -1.171 -0.250 -1.298
C -2.549 0.524 0.690
O -0.339 -0.871 -0.373
H -3.291 -0.547 -1.083
H -0.437 0.801 -1.595
H -1.201 -0.759 -2.269
H -1.647 1.069 0.965
H -3.404 1.210 0.658
H -2.774 -0.202 1.479
```

***

Record 11
Molecular formula: C6H13NO2
Method: DFT, the ωB97M-V functional and the def2-TZVPD basis

Output
2S+1: 1
HOMO-LUMO gap, eV: 10.30
HOMO energy, eV: -9.5
Structure (SMILES): C=C(C)[C@@](C)(O)NCO

```
22
C6H13NO2 (the ωB97M-V functional and the def2-TZVPD basis)
C 2.000 1.179 -1.150
C 1.426 0.303 -0.310
C 2.280 -0.602 0.535
C -0.261 0.265 -0.150
C -0.656 1.140 1.035
O -0.818 0.824 -1.310
N -0.602 -1.106 -0.111
C -2.156 -1.321 0.168
O -2.936 -0.850 -0.890
H 3.081 1.259 -1.252
H 1.414 1.893 -1.722
H 3.348 -0.363 0.456
H 2.166 -1.645 0.221
H 2.009 -0.523 1.593
H -0.145 2.108 0.973
H -1.728 1.365 1.027
H -0.398 0.677 1.991
H -0.556 0.200 -2.011
H -0.136 -1.543 0.680
H -2.298 -2.400 0.240
H -2.467 -0.878 1.118
H -2.568 0.017 -1.134
```

***

Record 12
Molecular formula: C6H13NO2
Method: DFT, the ωB97M-V functional and the def2-TZVPD basis

Output
2S+1: 1
HOMO-LUMO gap, eV: 9.40
HOMO energy, eV: -8.6
Structure (SMILES): CCN(C)[C@@H](C)C(=O)O

```
22
C6H13NO2 (the ωB97M-V functional and the def2-TZVPD basis)
C -1.328 2.169 0.501
C -0.502 1.720 -0.683
N -0.181 0.008 -0.811
C -1.340 -0.830 -0.625
C 0.908 -0.161 0.020
C 0.736 -0.430 1.501
C 1.645 -1.618 -0.883
O 1.804 -1.794 -2.068
O 2.097 -2.603 -0.069
H -2.222 1.558 0.616
H -0.752 2.143 1.425
H -1.673 3.195 0.349
H 0.446 2.253 -0.760
H -1.034 1.826 -1.626
H -1.035 -1.859 -0.820
H -2.087 -0.534 -1.362
H -1.777 -0.789 0.380
H 1.684 0.584 -0.164
H 0.489 0.478 2.048
H 0.000 -1.204 1.698
H 1.687 -0.758 1.920
H 2.437 -3.355 -0.588
```

***

Record 13
Molecular formula: C6H13NO2
Method: DFT, the ωB97M-V functional and the def2-TZVPD basis

Output
2S+1: 1
HOMO-LUMO gap, eV: 10.14
HOMO energy, eV: -9.3
Structure (SMILES): CC(=O)[C@@](N)(O)C(C)C

```
22
C6H13NO2 (the ωB97M-V functional and the def2-TZVPD basis)
C 0.498 -1.082 2.017
C 0.545 0.148 1.127
O 1.223 1.153 1.431
C -0.788 0.434 0.282
N -1.965 -0.248 0.766
O -1.003 1.824 0.289
C -0.284 -0.139 -1.002
C 1.479 -0.680 -0.730
C -0.276 0.804 -2.170
H 0.151 -1.962 1.478
H -0.176 -0.883 2.852
H 1.505 -1.266 2.395
H -2.736 -0.018 0.143
H -2.198 0.141 1.676
H -0.158 2.211 0.608
H -0.668 -1.132 -1.230
H 1.479 -1.649 -1.235
H 1.958 0.072 -1.357
H 2.244 -0.885 0.020
H 0.082 0.323 -3.082
H 0.376 1.653 -1.930
H -1.289 1.180 -2.348
```

***

Record 14
Molecular formula: C6H13NO2S3
Method: DFT, the ωB97M-V functional and the def2-TZVPD basis

Output
2S+1: 1
HOMO-LUMO gap, eV: 7.87
HOMO energy, eV: -8.2

```
25
C6H13NO2S3 (the ωB97M-V functional and the def2-TZVPD basis)
C 1.917 2.119 -0.005
C -1.203 -1.560 -1.512
C -0.106 0.788 1.989
C 0.255 -1.678 1.880
C 0.224 -1.483 -0.916
C 0.219 -0.232 -0.106
N 0.025 -0.437 1.173
O 1.105 2.493 -1.013
O 0.031 2.434 -3.089
S 2.794 0.735 0.063
S -1.641 1.717 -0.858
S 0.200 1.488 -2.044
H 1.975 2.832 0.865
H -1.949 -1.874 -0.719
H -1.335 -0.581 -2.033
H -1.359 -2.311 -2.387
H -1.168 0.810 2.555
H 0.672 0.976 2.827
H -0.228 1.600 1.295
H -0.385 -2.495 1.477
H 1.184 -2.177 1.882
H 0.133 -1.472 2.936
H 0.735 -1.286 -1.874
H 0.389 -2.493 -0.497
H -2.484 2.087 -1.891
```

***

Record 15
Molecular formula: C6H13NO3
Method: DFT, the ωB97M-V functional and the def2-TZVPD basis

Output
2S+1: 1
HOMO-LUMO gap, eV: 9.72
HOMO energy, eV: -9.3
Structure (SMILES): CN1C(=O)C[C@]1(C)CO.O

```
23
C6H13NO3 (the ωB97M-V functional and the def2-TZVPD basis)
C -0.811 -1.742 0.628
N -0.038 -0.851 -0.198
C 0.985 -1.055 -1.145
O 1.573 -2.061 -1.509
C 0.714 0.302 -1.787
C -0.314 0.532 -0.644
C -1.752 0.734 -1.094
C 0.127 1.613 0.342
O -0.402 1.441 1.635
H -1.870 -1.745 0.332
H -0.429 -2.761 0.491
H -0.695 -1.474 1.687
H 1.583 0.974 -1.789
H 0.284 0.243 -2.794
H -2.046 -0.049 -1.806
H -2.426 0.740 -0.227
H -1.852 1.701 -1.606
H 1.229 1.635 0.394
H -0.152 2.604 -0.049
H 0.241 0.916 2.143
O 1.790 -0.233 2.473
H 1.523 -1.060 1.958
H 2.737 -0.407 2.565
```

***

Record 16
Molecular formula: C6H13NO3
Method: DFT, the ωB97M-V functional and the def2-TZVPD basis

Output
2S+1: 1
HOMO-LUMO gap, eV: 10.25
HOMO energy, eV: -9.5
Structure (SMILES): C[C@@]1(CC(=O)O)CCO1.N

```
23
C6H13NO3 (the ωB97M-V functional and the def2-TZVPD basis)
C -0.885 -2.098 0.421
C -0.701 -0.719 -0.184
C 0.614 -0.558 -0.938
C 1.852 -0.375 -0.091
O 2.038 -0.853 1.009
O 2.860 0.101 -0.842
C -1.920 -0.192 -0.975
C -2.003 0.879 0.116
O -0.869 0.331 0.810
H -1.879 -2.175 0.882
H -0.809 -2.858 -0.370
H -0.120 -2.301 1.180
H 0.767 -1.431 -1.589
H 0.567 0.315 -1.606
H 3.688 -0.320 -0.573
H -1.698 0.177 -1.983
H -2.767 -0.886 -1.016
H -1.811 1.911 -0.215
H -2.907 0.860 0.740
N 1.534 2.321 1.182
H 0.582 2.364 1.551
H 2.196 2.409 1.948
H 1.672 3.100 0.543
```

***

Record 17
Molecular formula: C6H13NO4
Method: DFT, the ωB97M-V functional and the def2-TZVPD basis

Output
2S+1: 1
HOMO-LUMO gap, eV: 9.53
HOMO energy, eV: -9.1
Structure (SMILES): N[C@H]1C[C@@H](O)[C@@H](O)[C@@H](O)[C@@H]1O

```
24
C6H13NO4 (the ωB97M-V functional and the def2-TZVPD basis)
N 0.728 -1.481 -1.364
C -0.056 -1.355 -0.119
C 0.792 -0.750 1.157
C 1.495 0.473 0.697
O 2.353 0.227 -0.386
C 0.388 1.407 0.214
O 0.718 1.853 -1.106
C -1.125 0.851 0.239
O -1.850 1.939 -0.377
C -1.327 -0.518 -0.479
O -2.533 -1.065 -0.128
H 0.373 -2.161 -2.137
H 1.759 -1.876 -1.037
H -0.431 -2.273 0.328
H 1.385 -1.529 1.666
H -0.006 -0.467 1.967
H 2.065 0.858 1.615
H 1.833 0.190 -1.235
H 0.684 2.326 0.879
H -0.013 2.493 -1.340
H -1.474 0.575 1.231
H -2.303 2.352 0.563
H -1.266 -0.345 -1.566
H -2.189 -1.725 0.717
```

***

Record 18
Molecular formula: C6H13NO4
Method: DFT, the ωB97M-V functional and the def2-TZVPD basis

Output
2S+1: 1
HOMO-LUMO gap, eV: 9.38
HOMO energy, eV: -8.6
Structure (SMILES): OC[C@@H]1NC[C@H](O)[C@@H](O)[C@@H]1O

```
24
C6H13NO4 (the ωB97M-V functional and the def2-TZVPD basis)
O 0.381 2.273 1.796
C -0.241 1.932 0.604
C -0.972 0.552 0.897
N -0.034 -0.242 1.713
C 1.088 -0.793 1.010
C 0.749 -1.547 -0.239
O 1.931 -1.933 -1.070
C -0.059 -0.580 -1.201
O -0.547 -1.253 -2.347
C -1.342 -0.085 -0.504
O -1.856 0.906 -1.417
H 0.541 3.238 1.782
H 0.537 1.949 -0.182
H -1.062 2.589 0.322
H -1.951 0.841 1.397
H 0.192 0.374 2.494
H 1.856 -0.044 0.724
H 1.711 -1.350 1.728
H 0.115 -2.482 0.060
H 2.424 -2.529 -0.514
H 0.614 0.233 -1.438
H 0.170 -1.307 -3.069
H -1.897 -1.077 -0.447
H -2.348 0.332 -2.098
```

***

Record 19
Molecular formula: C6H13NO4P
Method: DFT, the ωB97M-V functional and the def2-TZVPD basis

Output
Charge: -1
2S+1: 1
HOMO-LUMO gap, eV: 8.40
HOMO energy, eV: -4.8
Structure (SMILES): CCN(CC)[P@](=O)([O-])OC(C)=O

```
25
C6H13NO4P (the ωB97M-V functional and the def2-TZVPD basis)
C -0.455 -0.297 -2.706
C 0.554 -0.092 -1.515
N 0.272 -0.687 -0.260
C -1.068 -0.762 0.200
C -1.551 0.695 0.317
P 1.530 -1.499 0.512
O 2.354 -2.341 -0.365
O 0.966 -1.926 1.847
O 2.614 -0.251 0.886
C 2.294 0.960 1.315
C 1.975 0.952 2.826
O 2.370 1.960 0.666
H -1.578 0.052 -2.456
H -0.179 0.317 -3.533
H -0.453 -1.330 -2.959
H 0.545 1.039 -1.449
H 1.633 -0.519 -1.776
H -1.794 -1.135 -0.591
H -1.184 -1.252 1.220
H -2.523 0.722 0.957
H -0.914 1.309 1.003
H -1.649 1.121 -0.650
H 2.749 0.440 3.397
H 1.152 0.309 3.040
H 1.782 1.887 3.211
```

***

Record 20
Molecular formula: C6H13NOS2
Method: DFT, the ωB97M-V functional and the def2-TZVPD basis

Output
2S+1: 1
HOMO-LUMO gap, eV: 8.47
HOMO energy, eV: -8.0
Structure (SMILES): CSC[C@](C)(O)N(C)C=S

```
23
C6H13NOS2 (the ωB97M-V functional and the def2-TZVPD basis)
C 2.692 -2.078 0.710
S 0.894 -1.968 0.531
C 0.566 -0.761 -0.841
C 0.198 0.561 -0.338
C 0.138 1.679 -1.375
O 0.827 1.078 0.743
N -1.394 0.370 0.137
C -1.750 0.422 1.594
C -2.473 0.499 -0.677
S -4.048 0.494 -0.221
H 2.831 -2.442 1.763
H 3.315 -1.155 0.854
H 3.123 -2.724 -0.161
H 1.489 -0.738 -1.492
H -0.228 -1.083 -1.462
H 0.729 1.434 -2.212
H -0.895 1.722 -1.698
H 0.611 2.554 -0.907
H 0.951 0.357 1.394
H -2.655 1.092 1.682
H -2.022 -0.558 1.875
H -0.757 0.783 1.880
H -2.142 0.461 -1.781
```

***

Maximum force (eV/A)
3.037; 3.261; 6.566; 7.018; 1.671; 2.958; 1.469; 2.354; 1.705; 2.309; 3.708; 5.607; 4.679; 3.363; 2.578; 2.362; 5.780; 2.819; 3.941; 4.184